(1)
{"formula": "C20H60CuFO20", "method": "ωB97M-V with the def2-TZVPD basis set", "s2": 0.7517, "gap_ha": [0.384, 0.331], "charge": 1, "spin_multiplicity": 2, "homo_ev": [-12.15, -12.15], "species": ["Cu", "F", "O", "O", "O", "O", "O", "O", "O", "O", "O", "O", "O", "O", "O", "O", "O", "O", "O", "O", "O", "O", "C", "C", "C", "C", "C", "C", "C", "C", "C", "C", "C", "C", "C", "C", "C", "C", "C", "C", "C", "C", "H", "H", "H", "H", "H", "H", "H", "H", "H", "H", "H", "H", "H", "H", "H", "H", "H", "H", "H", "H", "H", "H", "H", "H", "H", "H", "H", "H", "H", "H", "H", "H", "H", "H", "H", "H", "H", "H", "H", "H", "H", "H", "H", "H", "H", "H", "H", "H", "H", "H", "H", "H", "H", "H", "H", "H", "H", "H", "H", "H"], "positions_angstrom": [[0.445, 1.082, 1.799], [0.535, -0.585, 1.081], [0.366, 2.911, 2.565], [-1.842, 4.529, -3.419], [4.642, 1.921, 0.556], [4.684, -3.395, 0.017], [-1.481, -2.464, 1.106], [1.951, -0.275, -1.853], [1.475, 3.188, 0.171], [-3.202, -5.250, 2.744], [2.089, -3.118, -1.080], [-0.524, -2.302, -1.693], [-4.963, -1.621, -1.233], [0.035, 0.952, 4.719], [-1.233, 1.428, 0.729], [3.828, -0.641, 0.946], [3.446, 2.983, -1.664], [2.250, 0.810, 2.691], [1.190, 2.174, -2.837], [-1.917, -0.349, 2.815], [-6.884, -3.676, -0.716], [-0.985, 2.777, -1.467], [-3.085, -4.179, 1.782], [5.565, 0.887, 0.300], [-2.832, 0.563, 2.177], [-7.262, -2.553, -1.464], [2.377, -4.126, -0.146], [-0.211, -1.291, -2.627], [-2.505, 0.776, 0.712], [3.841, -4.585, -0.030], [2.083, 0.031, 3.841], [-1.602, -3.818, 1.666], [1.417, 0.807, 5.008], [-0.112, 4.086, 1.727], [-2.034, 2.371, -2.389], [-6.377, -1.414, -1.081], [3.380, 2.980, -3.127], [1.279, -0.952, -2.887], [1.911, 3.039, -3.576], [4.734, -0.324, -0.120], [-2.787, 3.618, -2.817], [1.058, 4.429, 0.786], [-3.350, 4.056, -1.985], [-0.987, 3.696, 1.166], [1.768, -5.007, -0.425], [1.835, 2.825, -4.643], [1.516, 4.061, -3.543], [4.223, 2.624, -1.238], [3.088, -0.228, 4.203], [-3.587, -4.433, 0.877], [-2.086, 5.445, -3.508], [6.188, 0.633, 1.177], [1.137, -3.036, -1.148], [4.056, 3.731, -3.477], [-0.477, -1.703, -3.637], [-1.112, 1.937, -0.093], [-0.688, -0.349, -2.523], [1.670, -0.702, -1.015], [1.702, 1.612, -2.212], [-1.092, -4.593, 1.069], [-6.510, -1.120, -0.025], [1.920, 4.757, 1.380], [2.801, 0.213, 2.045], [-1.592, 1.838, -3.258], [-0.416, 4.874, 2.396], [-7.049, -3.411, 0.183], [4.154, -5.122, -0.874], [1.528, -0.886, 3.694], [-2.749, 1.704, -1.780], [3.924, -5.191, 0.895], [-8.312, -2.253, -1.396], [3.498, -1.581, 0.774], [-0.110, 2.714, -1.939], [1.961, 1.749, 5.102], [2.280, 3.325, -0.381], [-0.142, 2.871, 3.422], [-0.512, -2.142, 1.026], [-2.719, 1.556, 2.689], [-1.192, -3.869, 2.683], [-6.619, -0.502, -1.634], [-3.553, -3.268, 2.158], [4.536, -3.009, -0.881], [-3.511, 3.370, -3.552], [6.166, 1.230, -0.523], [-1.184, -2.076, -1.020], [2.087, -3.712, 0.874], [-2.555, -0.138, 0.130], [-1.819, -1.100, 2.191], [-0.484, 0.364, 5.267], [-4.771, -2.485, -0.880], [-3.230, 1.460, 0.307], [4.258, 1.883, 1.433], [1.263, -0.260, -3.730], [-7.231, -2.804, -2.601], [4.116, 0.028, -0.940], [3.762, 2.018, -3.483], [0.799, 5.187, 0.063], [1.528, 0.287, 6.002], [1.841, -1.864, -3.144], [-4.122, -5.586, 2.684], [5.248, -1.229, -0.382], [-3.833, 0.183, 2.272]], "mulliken_spin": [0.790, 0.083, 0.043, 0.000, 0.000, 0.000, 0.001, 0.001, -0.001, 0.000, 0.000, 0.000, 0.000, 0.001, 0.051, 0.000, 0.000, 0.052, 0.000, -0.001, 0.000, -0.001, 0.000, 0.000, -0.002, 0.000, 0.000, 0.001, -0.002, 0.000, -0.003, -0.001, 0.001, -0.005, 0.000, 0.000, 0.000, 0.000, 0.000, 0.000, 0.000, 0.001, 0.000, 0.001, 0.000, 0.000, 0.000, 0.000, 0.001, 0.000, 0.000, 0.000, 0.000, 0.000, 0.000, -0.006, -0.001, -0.002, 0.000, 0.000, 0.000, 0.000, -0.007, 0.000, 0.002, 0.000, 0.000, -0.003, 0.000, 0.000, 0.000, 0.000, 0.000, 0.000, -0.001, -0.001, 0.003, 0.000, 0.000, 0.000, 0.000, 0.000, 0.000, 0.000, 0.000, 0.000, 0.002, -0.001, 0.000, 0.000, 0.003, 0.000, 0.000, 0.000, 0.000, 0.000, 0.000, 0.000, 0.000, 0.000, 0.000, 0.000]}



(2)
{"formula": "C20H60N6O11", "method": "ωB97M-V with the def2-TZVPD basis set", "gap_ha": 0.293, "charge": 0, "homo_ev": -8.75, "species": ["O", "O", "O", "O", "O", "O", "O", "O", "O", "O", "O", "N", "N", "N", "N", "N", "N", "C", "C", "C", "C", "C", "C", "C", "C", "C", "C", "C", "C", "C", "C", "C", "C", "C", "C", "C", "C", "H", "H", "H", "H", "H", "H", "H", "H", "H", "H", "H", "H", "H", "H", "H", "H", "H", "H", "H", "H", "H", "H", "H", "H", "H", "H", "H", "H", "H", "H", "H", "H", "H", "H", "H", "H", "H", "H", "H", "H", "H", "H", "H", "H", "H", "H", "H", "H", "H", "H", "H", "H", "H", "H", "H", "H", "H", "H", "H", "H"], "positions_angstrom": [[-0.304, -15.703, 12.645], [1.689, -16.789, 10.888], [6.828, -17.897, 16.576], [-0.491, -17.673, 6.595], [3.523, -16.595, 9.718], [2.287, -18.025, 7.565], [7.439, -20.559, 9.465], [3.247, -15.486, 11.544], [1.496, -10.019, 12.453], [1.165, -20.635, 10.163], [-1.364, -17.424, 10.346], [2.058, -13.476, 13.576], [0.665, -21.809, 7.513], [5.012, -14.187, 9.033], [5.451, -16.153, 13.641], [6.373, -16.986, 9.016], [2.819, -16.314, 10.711], [5.811, -18.545, 13.763], [-1.413, -16.591, 12.685], [6.760, -19.333, 9.745], [6.965, -17.057, 15.444], [1.929, -19.760, 10.966], [1.836, -23.778, 8.348], [0.763, -12.876, 11.694], [0.717, -17.346, 5.951], [1.009, -22.534, 8.754], [6.931, -18.290, 8.623], [-2.091, -16.677, 11.329], [1.871, -12.380, 12.611], [1.535, -11.107, 13.362], [1.894, -21.753, 9.712], [0.834, -8.868, 12.936], [7.634, -17.485, 17.657], [1.766, -16.858, 6.916], [8.412, -18.121, 8.247], [5.742, -17.275, 14.582], [6.848, -21.270, 8.375], [1.226, -24.294, 7.605], [0.518, -16.589, 5.178], [-0.135, -12.983, 12.300], [7.227, -19.012, 10.678], [2.528, -20.359, 11.666], [0.382, -16.188, 12.150], [2.841, -23.552, 7.995], [1.167, -8.717, 13.969], [7.049, -22.309, 8.634], [0.098, -22.815, 9.281], [1.294, -19.110, 11.556], [5.601, -19.382, 14.437], [-0.446, -17.134, 10.389], [-2.163, -16.124, 13.332], [2.623, -16.406, 6.403], [5.414, -15.352, 14.271], [-1.205, -17.130, 6.262], [-1.165, -17.591, 13.053], [5.413, -17.211, 9.289], [7.241, -16.530, 18.026], [1.349, -16.218, 7.698], [2.258, -10.858, 14.146], [8.779, -18.991, 7.707], [5.875, -14.550, 8.625], [5.775, -21.124, 8.226], [-3.080, -17.138, 11.341], [1.545, -21.500, 7.088], [4.975, -18.686, 13.068], [7.584, -18.248, 18.429], [5.702, -19.581, 9.889], [6.438, -18.606, 7.700], [7.914, -17.351, 14.973], [7.350, -20.982, 7.448], [2.369, -14.274, 13.036], [2.215, -22.383, 10.550], [-0.254, -8.963, 12.905], [1.145, -8.017, 12.334], [0.592, -12.093, 10.946], [2.803, -17.777, 8.344], [2.799, -21.393, 9.199], [7.150, -16.005, 15.702], [0.589, -11.312, 13.878], [4.505, -16.229, 13.282], [8.920, -18.025, 9.212], [1.104, -18.148, 5.313], [1.961, -24.455, 9.201], [6.708, -18.647, 13.155], [8.678, -17.324, 17.366], [1.065, -13.795, 11.200], [2.771, -12.244, 11.991], [0.489, -22.518, 6.800], [4.486, -14.933, 9.506], [2.604, -19.199, 10.313], [4.393, -13.774, 8.335], [4.904, -17.407, 15.274], [-2.241, -15.652, 10.969], [6.807, -16.785, 9.920], [5.138, -13.485, 9.765], [8.577, -17.224, 7.655], [2.841, -13.230, 14.181]], "mulliken_charge": [-0.356, -0.440, -0.300, -0.458, -0.523, -0.449, -0.466, -0.706, -0.343, -0.368, -0.509, -0.646, -0.620, -0.263, -0.586, -0.330, 0.711, -1.309, -0.531, -0.445, -0.661, -0.392, -1.456, -1.257, -0.748, 0.369, 0.237, -0.323, 0.851, -0.746, -0.404, -0.734, -0.767, 0.113, -1.475, 0.648, -0.660, 0.453, 0.408, 0.271, 0.259, 0.395, 0.341, 0.300, 0.316, 0.285, 0.276, 0.150, 0.420, 0.231, 0.348, 0.225, 0.277, 0.273, 0.227, 0.046, 0.307, 0.112, 0.394, 0.313, 0.360, 0.239, 0.390, 0.226, 0.233, 0.247, 0.401, 0.381, 0.317, 0.258, 0.214, 0.388, 0.283, 0.233, 0.447, 0.164, -0.042, 0.397, 0.343, 0.065, 0.341, 0.262, 0.394, 0.218, 0.306, 0.064, 0.043, 0.265, -0.018, -0.004, 0.402, 0.191, 0.224, 0.372, 0.415, 0.397, 0.296]}